{
  "formula": "C36H96O12",
  "method": "ωB97M-V/def2-TZVPD",
  "homo_energy_ha": -0.3525,
  "total_energy_ev": -63458.7209,
  "gap_ha": 0.373,
  "de_lowest_kcal_mol": 28.6,
  "symbols": ["O", "O", "O", "O", "O", "O", "O", "O", "O", "O", "O", "O", "C", "C", "C", "C", "C", "C", "C", "C", "C", "C", "C", "C", "C", "C", "C", "C", "C", "C", "C", "C", "C", "C", "C", "C", "C", "C", "C", "C", "C", "C", "C", "C", "C", "C", "C", "C", "H", "H", "H", "H", "H", "H", "H", "H", "H", "H", "H", "H", "H", "H", "H", "H", "H", "H", "H", "H", "H", "H", "H", "H", "H", "H", "H", "H", "H", "H", "H", "H", "H", "H", "H", "H", "H", "H", "H", "H", "H", "H", "H", "H", "H", "H", "H", "H", "H", "H", "H", "H", "H", "H", "H", "H", "H", "H", "H", "H", "H", "H", "H", "H", "H", "H", "H", "H", "H", "H", "H", "H", "H", "H", "H", "H", "H", "H", "H", "H", "H", "H", "H", "H", "H", "H", "H", "H", "H", "H", "H", "H", "H", "H", "H", "H"],
  "positions_angstrom": [[-1.0468, -1.1524, -3.3475], [4.6841, 1.1535, -1.8583], [2.3740, -3.6275, -0.9214], [0.4199, -3.4750, -2.9098], [0.1218, 0.4702, -1.5126], [3.0806, 0.5248, 4.2528], [-1.8535, -0.2826, 6.0274], [-3.2484, 4.2912, 3.0045], [3.0316, 3.9798, 4.3584], [-3.2589, -4.1784, -0.4820], [2.3133, 2.7193, -1.2042], [-4.8067, -1.2683, 3.2623], [-1.4207, 1.5051, 4.4456], [0.7870, -4.3421, 0.7829], [0.5591, 3.8472, -2.3953], [1.6742, 3.7293, 2.3696], [1.9019, -5.1505, -3.7875], [3.1901, -5.0280, 0.8354], [5.7611, -0.9033, -2.5261], [1.9951, 3.3751, -2.4463], [-4.9397, -0.5635, 2.0379], [-1.1311, 0.6238, -4.9800], [-2.1023, 4.5342, 0.9001], [2.8956, -1.3984, 2.7419], [2.7982, 5.9256, 2.9093], [-0.4240, -1.0405, 0.2562], [-3.6230, -4.2383, -2.8630], [-2.4808, 0.7781, 5.2320], [-2.0101, -5.8027, -1.7470], [-0.6202, 0.3804, -0.2545], [3.2347, -0.7153, -2.1883], [2.9048, 4.4132, 3.0058], [2.9626, 4.5298, -2.6175], [-4.1261, 0.6999, 1.9840], [-0.0489, 1.3721, 0.7228], [-3.1003, 0.1636, -3.4639], [-3.4304, 4.6860, 1.6202], [-4.6090, -1.5125, 0.8751], [-1.9063, -0.4470, -4.2308], [2.0233, -4.7095, -0.0803], [-3.8995, 6.1536, 1.5608], [3.8474, 0.8330, 2.0400], [4.6253, -0.2865, -1.7300], [2.8052, 0.1010, 2.8958], [0.9874, -3.9852, -4.1277], [-2.6052, -4.3929, -1.7322], [-0.1206, -4.3793, -5.0848], [-3.1571, 1.6976, 6.2772], [5.6099, -0.8350, -3.6056], [4.0084, 4.2521, -2.4765], [0.7534, 3.9581, 2.8989], [2.0732, 2.6061, -3.2238], [-4.0836, 4.5067, 3.4386], [2.1299, -1.8928, 3.3429], [-0.7191, -0.5324, -2.6589], [-0.2849, 2.4148, 0.5083], [3.4901, 1.1413, 1.0529], [1.0731, -3.5103, 1.4252], [1.5873, 4.0328, 1.3105], [-4.4130, 1.3593, 2.8064], [-3.9172, -1.6360, 3.3264], [-2.7616, -6.5793, -1.5694], [-1.6319, -6.0768, -2.7390], [1.7712, -5.6110, -0.6658], [-3.2345, 2.7446, 5.9921], [-1.7965, 1.1360, -5.6842], [-1.2397, 4.6721, 1.5481], [3.2484, -1.8107, -2.2432], [-4.4365, -4.9607, -2.8403], [-3.1657, 0.2854, 4.5435], [2.7533, -1.7255, 1.7049], [2.5105, -0.5338, -1.3967], [3.0303, -0.2956, -3.1690], [-0.7907, -3.5735, -5.3977], [0.0978, 3.8995, -3.3839], [1.7151, -3.5114, -1.6442], [4.2185, 1.7332, 2.5239], [-1.9591, 2.3565, 4.0095], [-0.6499, 1.3026, -4.2779], [-5.0998, -2.4766, 0.9640], [2.9127, 6.1152, 1.8384], [-4.7949, 6.2812, 2.1785], [0.4559, 4.8347, -1.9414], [-4.1037, 6.3947, 0.5203], [-3.1495, 6.7965, 2.0195], [-0.0670, 3.1446, -1.8388], [0.7720, 1.1749, -1.3893], [0.5444, -5.2060, 1.4093], [-0.3743, 0.1960, -5.6428], [0.5692, -1.2211, 0.6609], [-3.0384, 0.5898, 2.0097], [1.8475, 2.6724, 2.1564], [4.0820, -5.1992, 0.2214], [1.8350, 6.2546, 3.2919], [5.8829, -1.9723, -2.3282], [2.8966, 5.0061, -3.6021], [-3.5251, -1.6843, 0.8719], [-0.2550, -2.8364, -3.2191], [0.3118, -4.6893, -6.0431], [-4.3127, 1.2530, 1.0574], [2.7547, 5.3192, -1.8913], [-4.1979, 4.0025, 1.2373], [-1.2423, 0.9338, 3.5247], [3.1589, 2.2514, -1.2897], [5.6022, 1.4199, -1.7269], [4.6974, 0.1594, 1.8965], [6.7146, -0.4427, -2.2518], [-1.2063, -1.1728, 1.0192], [2.8181, -4.7775, -3.3284], [-4.8614, -1.0480, -0.0817], [1.0347, 1.3127, 0.5997], [-2.6700, 1.0113, -2.9222], [-3.9169, 0.4295, -4.1256], [2.3302, 0.3294, 4.8282], [-0.4245, 1.1672, 1.7206], [-3.4240, -0.5579, -2.7127], [-1.7840, -3.6916, -1.8504], [1.8006, 0.4758, 2.6691], [4.7371, -0.5747, -0.6764], [-6.0017, -0.3722, 1.8598], [-0.4729, 1.7073, 4.9268], [-4.0153, -3.2179, -2.8129], [3.8823, -1.7951, 2.9918], [-0.6534, -1.8278, -0.4632], [-3.1371, -4.2847, -3.8444], [3.4188, -4.1544, 1.4508], [-2.0764, 3.5114, 0.5110], [-1.1665, -5.8747, -1.0605], [2.2531, -5.6104, -4.7138], [3.1538, 3.0180, 4.3788], [-3.7123, -4.9849, -0.2223], [3.6326, 6.4217, 3.4002], [-0.0641, -4.1078, 0.1451], [3.0051, -5.9184, 1.4304], [3.7314, 4.0470, 2.3693], [-2.0098, 5.1874, 0.0331], [-2.3329, -1.2005, -4.8985], [-1.6539, 0.5292, -0.5732], [-2.6545, 1.5715, 7.2339], [-2.5640, -0.6013, 6.5980], [1.6155, -3.2238, -4.6095], [-4.1760, 1.3292, 6.4576], [-0.6930, -5.2027, -4.6557], [1.3854, -5.8458, -3.1288]],
  "forces_ev_per_a": [[-0.169, -0.060, 0.183], [0.049, -0.081, 0.218], [0.180, 0.056, -0.286], [-0.020, -0.113, -0.802], [-0.190, 0.440, 0.513], [0.051, -0.065, 0.031], [-0.336, 0.131, -0.658], [-0.040, 0.194, -0.390], [0.330, 0.242, -0.074], [0.373, 0.615, 0.190], [-0.682, -0.121, 0.273], [-0.227, 0.283, 0.430], [-1.070, -0.523, -1.704], [0.795, -0.656, -0.460], [-0.654, -0.027, 0.066], [0.636, 0.433, -1.285], [0.264, 0.511, -0.340], [0.565, 0.340, -0.828], [0.139, -0.432, -0.106], [0.476, -0.285, 0.417], [0.021, -1.384, -1.351], [-0.226, -0.450, -0.901], [-0.317, -1.094, -0.409], [-0.193, -0.455, -0.311], [0.511, -0.800, -0.316], [-1.277, 0.012, 0.412], [0.611, 1.056, -0.350], [0.958, -0.065, 1.875], [0.342, -0.066, -0.639], [0.839, -0.955, -1.259], [0.998, -0.919, 0.583], [-0.835, -1.215, -0.467], [0.259, 0.524, -0.542], [-0.166, 0.988, -0.034], [-0.352, 0.458, -0.410], [1.307, -0.390, 0.329], [0.053, 0.914, 0.911], [0.872, 0.516, 0.120], [-0.639, 0.007, 0.172], [-1.034, 0.013, 0.570], [-0.199, -0.967, 0.510], [0.133, -0.365, -0.183], [-0.242, -0.071, -0.196], [0.267, 0.988, 0.293], [0.064, 0.039, -0.080], [-0.755, -1.693, -0.371], [0.157, -0.215, -0.659], [-0.918, -0.759, -0.404], [-0.025, 0.341, 0.035], [-0.080, -0.296, -0.037], [-0.091, -0.269, 0.125], [0.241, 0.271, -0.223], [0.182, -0.125, 0.118], [0.098, -0.087, 0.061], [0.255, -0.167, -0.370], [-0.159, -0.079, -0.191], [-0.168, -0.239, 0.038], [-0.273, 0.134, -0.015], [-0.165, 0.569, 0.332], [0.105, 0.036, 0.001], [-0.022, 0.041, -0.161], [-0.062, 0.188, 0.443], [0.109, 0.339, 0.042], [0.123, 0.206, -0.071], [0.159, 0.014, -0.050], [-0.034, 0.336, 0.400], [-0.122, 0.143, 0.180], [-0.004, 0.149, -0.250], [0.013, -0.073, 0.210], [-0.320, 0.358, 0.082], [-0.234, 0.295, -0.034], [-0.289, 0.529, -0.400], [-0.405, 0.163, 0.070], [-0.019, 0.186, 0.575], [0.268, 0.085, -0.115], [0.068, -0.115, 0.653], [-0.106, 0.007, 0.197], [0.639, 0.490, 0.420], [-0.104, 0.182, -0.034], [-0.153, 0.034, 0.051], [-0.372, 0.406, 0.087], [-0.159, 0.011, -0.310], [0.088, -0.066, 0.127], [-0.040, 0.382, 0.057], [0.215, 0.055, -0.336], [0.131, 0.042, 0.067], [0.292, 0.050, -0.334], [-0.157, 0.127, 0.026], [0.177, -0.178, 0.344], [0.042, 0.131, 0.074], [-0.041, -0.488, 0.192], [-0.136, -0.170, 1.004], [-0.078, -0.117, 0.100], [0.034, 0.240, -0.018], [-0.213, 0.073, 0.228], [-0.127, -0.172, 0.003], [-0.093, -0.191, -0.138], [0.272, 0.334, 0.586], [0.078, -0.314, 0.211], [-0.194, -0.099, -0.008], [-0.128, -0.161, 0.124], [0.118, 0.264, -0.447], [0.460, -0.280, 0.348], [0.115, 0.022, -0.264], [-0.142, 0.066, 0.031], [0.072, 0.169, -0.067], [-0.011, 0.076, -0.129], [0.468, -0.173, 0.307], [-0.168, -0.058, 0.418], [-0.044, -0.094, 0.007], [0.026, -0.195, 0.633], [-0.518, 0.301, -0.016], [-0.053, 0.260, 0.020], [0.060, -0.147, -0.208], [0.399, -0.066, 0.179], [-0.230, -0.045, -0.107], [-0.198, 0.316, 0.244], [0.042, -0.275, -0.234], [0.067, 0.187, -0.035], [-0.032, 0.413, 0.807], [-0.124, 0.320, 0.347], [-0.310, -0.162, 0.096], [-0.014, 0.254, 0.377], [0.151, 0.274, -0.369], [0.050, -0.258, 0.106], [-0.130, -0.164, 0.218], [0.335, 0.072, 0.034], [-0.177, -0.179, 0.184], [-0.326, -0.304, 0.054], [-0.088, 0.144, -0.111], [0.023, -0.083, -0.106], [-0.106, 0.023, 0.260], [-0.068, 0.169, 0.135], [-0.072, 0.081, 0.177], [0.274, 0.335, 0.502], [-0.122, 0.153, 0.083], [0.322, -0.002, -0.216], [-0.216, 0.172, 0.542], [0.344, 0.357, -0.089], [0.247, -0.185, -0.015], [-0.155, 0.213, 0.128], [0.003, 0.155, -0.063], [-0.117, 0.014, -0.132], [0.114, -0.223, -0.080]]
}